Entry P
{
  "formula": "C4H9N3",
  "method": "ωB97M-V/def2-TZVPD",
  "total_charge": 0,
  "e_lumo_ev": 0.598,
  "symbols": ["C", "C", "C", "C", "N", "N", "N", "H", "H", "H", "H", "H", "H", "H", "H", "H"],
  "xyz": [[0.302, -0.254, 1.095], [0.118, -1.042, 2.371], [-1.111, -1.685, -0.687], [-1.210, -0.234, -0.086], [1.356, 0.323, 0.697], [-1.465, 1.858, -0.643], [-0.797, 0.851, -0.821], [1.102, -1.129, 2.875], [-0.486, -0.331, 3.031], [-0.368, -1.989, 2.162], [-2.004, -1.943, -1.310], [-0.176, -1.648, -1.379], [-0.859, -2.251, 0.254], [-2.130, -0.117, 0.579], [1.260, 0.675, -0.257], [-1.159, 2.653, -1.128]]
}


Entry Q
{
  "formula": "C4H9N3",
  "method": "ωB97M-V/def2-TZVPD",
  "total_charge": 0,
  "smiles": "C=C(C)/N=C/NN",
  "e_lumo_ev": 0.894,
  "symbols": ["C", "C", "C", "N", "C", "N", "N", "H", "H", "H", "H", "H", "H", "H", "H", "H"],
  "xyz": [[-0.659, -2.124, 0.337], [-0.939, -1.109, -0.494], [-2.236, -1.032, -1.206], [-0.056, -0.033, -0.726], [0.543, 0.407, 0.311], [1.578, 1.331, 0.224], [1.821, 2.242, 1.237], [-1.382, -2.937, 0.371], [0.266, -2.183, 0.872], [-2.816, -0.172, -0.832], [-2.798, -1.985, -1.209], [-2.080, -0.721, -2.256], [0.273, 0.103, 1.307], [1.712, 1.723, -0.682], [2.202, 1.744, 2.078], [0.969, 2.794, 1.530]]
}


Entry R
{
  "formula": "C4H9N3",
  "method": "ωB97M-V/def2-TZVPD",
  "total_charge": 0,
  "smiles": "C/N=C/[C@@H]1CN1N",
  "e_lumo_ev": 1.026,
  "symbols": ["C", "N", "C", "C", "C", "N", "N", "H", "H", "H", "H", "H", "H", "H", "H", "H"],
  "xyz": [[-2.096, -0.133, -0.285], [-0.686, -0.312, -0.071], [0.247, -0.374, -0.914], [1.619, -0.270, -0.461], [2.024, -0.641, 0.945], [1.762, 0.724, 0.674], [0.720, 1.531, 1.108], [-2.529, -1.158, -0.096], [-2.506, 0.322, 0.612], [-2.431, 0.463, -1.166], [-0.028, -0.030, -1.961], [2.294, -0.078, -1.265], [1.169, -1.298, 1.356], [3.082, -0.835, 1.065], [0.883, 2.425, 0.577], [-0.142, 0.902, 0.885]]
}


Which is the most stable structure? entry Q is the most stable.